Formula: C36H101N5O13
Source: the Open Molecules 2025 dataset
Level of theory: ωB97M-V/def2-TZVPD

```
155
Properties=species:S:1:pos:R:3:mulliken_charge:R:1
H 5.59 -7.23 -1.50 0.28
H -1.83 7.71 4.12 0.27
C 1.94 -4.01 -6.90 -1.45
H -3.56 0.79 4.86 0.36
C -0.77 -9.23 -1.81 0.44
H 1.03 1.14 1.43 0.23
H -4.74 -3.70 -6.13 0.22
H -0.94 -8.40 0.24 0.35
H -0.32 -11.20 -2.23 0.34
H -7.00 2.91 0.15 0.30
C 3.77 10.05 1.26 -0.59
H 1.81 8.24 0.47 0.30
C 1.91 5.41 -7.01 -0.93
N 0.01 -4.94 -8.11 -0.72
H -9.24 1.44 -0.17 0.30
H 7.53 -6.41 -2.20 0.28
H 1.27 -1.05 -0.13 0.36
C -8.43 1.57 -0.89 -0.93
H 4.26 4.54 7.66 0.35
C -0.26 0.42 -0.20 0.44
C 2.54 5.96 7.97 -0.78
H 2.55 3.68 6.53 0.25
H 2.39 -3.10 -6.49 0.35
H -0.27 -1.63 -11.03 0.33
H 1.84 4.90 -6.05 0.28
H 1.05 -3.04 -9.49 0.36
H 1.06 -1.69 -8.47 0.43
C -2.56 6.90 4.24 -0.84
H 4.05 5.88 6.51 0.19
C -0.15 -10.58 -1.36 -0.73
H -7.26 -3.67 -7.83 0.22
H -2.11 5.91 4.22 0.23
H -7.75 0.76 -0.62 0.30
H -4.42 5.92 6.74 0.30
H -0.25 -8.99 -2.74 0.27
C -1.51 -7.15 5.11 -1.14
C 2.97 6.49 -7.12 -0.24
C -3.21 -0.16 5.26 -0.90
H 4.32 0.06 5.37 0.25
H 2.73 0.19 7.22 0.15
H -0.05 -1.57 -1.01 0.31
H 0.33 0.89 -0.99 0.23
C 4.21 12.62 1.76 -1.51
H -0.76 -5.55 3.98 0.23
H 3.34 13.05 2.24 0.35
C -7.61 2.86 -0.75 -0.23
O -1.81 -0.21 5.64 -0.23
H 3.03 6.86 -8.14 0.25
H -1.12 -7.90 4.41 0.34
H 1.82 -2.57 6.20 0.37
H 0.96 5.84 -7.30 0.31
H 2.12 4.60 -7.71 0.26
H 2.61 7.39 -6.62 0.26
H -0.86 -4.78 -8.59 0.24
C 2.52 -1.77 6.43 -0.78
H -0.62 -0.71 7.92 0.33
H 6.13 -3.74 -1.23 0.29
C -0.86 -1.36 -10.16 -0.87
H 4.73 5.74 -7.35 0.32
H 2.53 11.00 -0.40 0.31
C -1.69 -5.77 4.52 -0.05
H -0.47 1.06 1.78 0.20
C 0.56 -3.69 -7.46 0.74
H 0.83 -10.61 -0.89 0.45
O -0.97 -11.03 -0.23 -0.36
H -3.26 -0.88 4.44 0.25
H -2.06 1.64 -0.58 0.40
H -2.19 0.97 7.31 0.43
O -1.96 -4.90 5.64 -0.50
H 3.17 6.52 8.65 0.27
C -6.27 -3.26 -7.62 -0.25
N 0.12 1.24 0.98 -0.63
C 3.53 5.19 7.18 -0.35
C 3.94 11.51 0.69 0.43
C 6.94 -4.24 -1.74 -0.95
H -2.36 6.66 6.32 0.20
H -1.23 1.74 6.09 0.36
H -0.15 -5.64 -7.40 0.23
C 0.56 -2.64 -8.60 -0.93
H -6.94 2.73 -1.60 0.21
H -2.41 -5.80 3.70 0.27
H -8.93 1.34 -1.82 0.28
H 7.83 -3.85 -1.25 0.31
H 3.25 -2.29 7.06 0.41
C -0.52 -8.14 -0.73 -1.41
H -1.17 1.41 -2.85 0.36
C 1.96 -0.58 7.25 -0.45
H -2.35 -9.89 -1.29 0.32
H -6.35 -2.17 -7.60 0.28
H 1.86 5.45 8.66 0.30
N 2.82 11.92 -0.11 -0.78
H 0.52 -8.03 -0.43 0.36
C -3.11 7.04 5.63 -0.21
H -0.20 -1.54 0.81 0.30
H -0.04 -3.27 -6.66 0.18
H 6.80 -4.00 -2.80 0.27
H -3.31 6.94 3.44 0.30
O 5.61 -6.27 -1.44 -0.51
H 4.79 11.73 0.04 0.27
H -2.68 -8.48 -1.81 0.28
H 4.72 9.77 1.70 0.33
H 2.84 7.28 -0.55 0.26
O -8.32 4.07 -0.91 -0.52
H 0.38 -12.46 0.38 0.26
H -2.09 -3.97 5.47 0.25
H -4.71 -3.07 -8.85 0.28
O 2.76 4.55 6.20 -0.48
N -2.15 -9.29 -2.08 -0.74
H -0.45 -0.42 -9.80 0.33
H -1.84 -0.95 -10.43 0.29
H -0.51 -0.20 -3.03 0.23
O 4.14 6.00 -6.64 -0.51
H 2.00 -4.66 -6.03 0.38
C 7.00 -5.79 -1.48 -0.20
H 3.31 12.23 -0.93 0.31
O -2.26 0.06 -1.75 -0.35
C 4.08 -0.82 4.77 -0.69
O 2.80 -1.50 5.03 -0.28
H 4.56 13.52 1.25 0.35
H -0.94 -7.10 6.03 0.31
C -1.44 0.36 -2.89 -0.72
O -5.35 -3.75 -8.61 -0.50
H 2.96 9.96 1.99 0.40
H 2.03 6.53 7.20 0.24
C -1.79 0.59 -0.56 -0.69
H 2.61 -4.46 -7.63 0.35
H -2.06 0.19 -3.77 0.25
H 4.19 -0.40 3.77 0.26
H 3.18 7.47 1.22 0.29
C -5.81 -3.84 -6.25 -0.85
H 0.56 -0.54 5.77 0.21
H 7.55 -5.94 -0.55 0.24
C -0.29 0.21 7.44 -0.70
H -1.08 -7.24 -0.95 0.36
C 0.18 -1.05 -0.08 -1.24
H 4.79 -1.62 4.98 0.29
H -1.34 -12.61 1.03 0.24
C -0.68 -12.35 0.20 -0.73
H -8.69 4.33 -0.06 0.30
C -1.43 0.77 6.55 -0.63
H -2.30 0.04 0.23 0.34
H 1.74 -0.99 8.24 0.40
O -0.81 -2.31 -9.06 -0.24
H -3.23 8.06 6.02 0.30
O -4.28 6.29 5.86 -0.55
H -1.08 -12.98 -0.60 0.30
O 3.55 9.21 0.05 -0.36
H 0.06 0.92 8.19 0.40
C 2.85 7.96 0.30 -0.72
H -6.09 -4.87 -6.05 0.28
H -3.94 -0.39 6.04 0.33
H -6.35 -3.32 -5.46 0.32
H 4.96 12.49 2.54 0.36
N 0.85 0.03 6.56 -0.12
H -2.47 -7.52 5.46 0.29
```

Computed properties:
SMILES string: COC[C@H](C)N.COC[C@H](C)N.COC[C@H](C)N.COC[C@H](C)N.COCCNCCOC.CCO.CCO.CCO.CCO.CCO.CCO.CCO
Energy above the lowest of the compared OMol25 structures with the same formula, charge and spin in eV: 2.619
Spin multiplicity: 1
E_HOMO in eV: -8.8
Lowest unoccupied orbital energy in eV: 0.3

***

Formula: C36H102N6O12
Source: the Open Molecules 2025 dataset
Level of theory: ωB97M-V/def2-TZVPD

```
156
Properties=species:S:1:pos:R:3:mulliken_charge:R:1
H -0.72 2.42 4.48 0.25
H -6.94 -4.44 2.42 0.35
N -4.39 -3.42 0.49 -0.61
C 5.22 2.13 1.56 -1.09
H -1.70 0.25 -2.31 0.24
H -2.06 5.12 1.94 0.21
C 2.36 -3.05 5.38 -0.82
H -6.01 3.84 -3.38 0.20
H -0.45 -4.09 -4.36 0.24
H -6.85 3.52 -1.18 0.26
O 2.76 -4.36 5.84 -0.25
H 5.13 2.53 -0.69 0.30
H 3.80 5.74 -3.26 0.25
H 3.11 -3.85 7.77 0.42
H 5.81 -3.68 2.11 0.35
H 0.56 -8.19 1.77 0.31
H 0.25 2.16 5.92 0.29
C -1.20 3.66 6.21 -0.12
H -6.75 -4.94 0.81 0.40
H 3.49 3.48 -4.32 0.35
H 5.49 -6.62 8.74 0.36
N -7.00 2.85 -1.92 -0.75
H 0.03 -5.74 1.45 0.24
H 1.06 -7.30 3.25 0.27
H 4.15 -6.39 5.51 0.23
O -1.64 -6.85 1.18 -0.56
H -4.36 -1.58 2.41 0.32
H -0.44 -8.18 3.18 0.30
C 4.18 -5.68 7.35 0.36
H 0.08 -0.05 -5.88 0.21
C 0.24 -4.92 -4.51 -1.00
C -6.19 -4.54 1.65 -1.48
H 8.03 -6.61 1.15 0.36
N 7.73 -4.32 3.60 -0.69
H 3.18 -2.42 5.06 0.32
H 9.97 -6.69 3.04 0.39
H -0.79 5.13 -7.93 0.27
H 2.58 6.97 -5.68 0.32
O 3.38 3.04 0.36 -0.50
H 0.10 -5.60 -3.67 0.33
H -3.03 0.17 -7.86 0.40
H -4.78 -3.88 -0.32 0.25
H 4.77 -5.26 9.48 0.38
H 2.97 10.05 -3.76 0.25
H 0.21 0.00 0.88 0.32
H -2.26 5.73 0.40 0.29
H 6.99 -3.90 3.06 0.17
C -1.29 1.07 -6.87 0.57
H -4.60 -1.61 5.06 0.29
H 1.81 -2.52 6.16 0.33
H -1.11 -5.72 2.84 0.25
C -1.29 0.70 -0.50 -0.23
H -6.26 2.17 -1.89 0.25
H -8.98 4.38 -3.12 0.40
H -5.48 -5.28 2.02 0.31
H 2.78 -3.47 -5.83 0.30
H 4.51 -3.60 6.75 0.38
H -4.27 -3.22 3.24 0.25
N 1.80 5.32 -3.77 -0.58
C 7.42 -5.93 1.74 -0.76
H -1.44 3.70 -8.71 0.34
C -2.13 2.37 -6.61 -0.92
O 3.09 8.01 -3.92 -0.31
O -2.28 2.83 6.53 -0.51
H -2.57 2.53 -5.62 0.33
H 4.67 1.48 2.23 0.26
H -7.46 3.00 -5.19 0.37
H -4.35 5.68 2.71 0.28
C -5.47 -3.21 1.43 0.47
H -1.19 7.23 1.66 0.30
H 2.98 3.20 -0.49 0.27
H 7.22 -5.02 4.14 0.33
C -0.62 -6.34 2.09 -0.06
H -0.73 -1.38 0.20 0.28
H -2.49 4.69 -7.83 0.31
H 1.61 -3.04 4.59 0.26
H 0.08 1.48 -5.38 0.19
H 4.80 -4.04 0.72 0.30
O -2.13 7.22 1.85 -0.53
H -1.76 1.04 0.42 0.27
C -7.45 2.54 -4.21 -1.57
C 4.50 2.19 0.14 -0.13
H 1.84 -3.85 -3.64 0.22
H 4.92 -5.24 1.95 0.31
H 8.63 -6.82 4.13 0.35
H 6.90 -6.72 2.27 0.35
H 3.37 -6.39 7.50 0.38
H -2.94 -0.17 -6.15 0.29
C 3.16 5.62 -4.14 0.52
C -0.30 -0.40 0.00 -0.96
H -8.09 7.29 -0.98 0.24
H 0.48 3.61 4.88 0.33
C -8.34 6.71 -1.87 -0.80
H 9.14 -4.56 2.12 0.28
H 2.42 -5.17 -4.69 0.33
H 6.16 1.59 1.45 0.35
H -6.90 1.60 -4.21 0.34
C 8.45 -5.18 2.70 0.42
H -4.17 -2.49 0.16 0.18
C 5.15 -5.60 8.52 -1.43
C -7.02 3.50 -3.17 0.75
H -4.58 6.61 1.14 0.28
C -2.34 -0.06 -7.05 -1.37
H -6.27 -1.08 5.38 0.28
H -1.54 4.50 5.59 0.22
C 3.62 4.37 -4.93 -1.38
H 5.98 -5.00 8.16 0.33
H -7.81 5.25 -4.09 0.38
O 1.84 -3.52 -5.67 -0.53
H 9.84 -5.48 4.28 0.36
H -8.50 2.27 -4.04 0.41
C -4.88 -2.49 2.71 -0.47
H 1.25 6.17 -3.71 0.25
H -2.93 2.43 -7.35 0.43
H 1.36 4.80 -4.52 0.16
C 9.25 -6.10 3.60 -1.41
C 3.29 6.92 -4.85 -0.84
H -1.89 -1.01 -7.34 0.37
C -7.94 4.73 -3.15 -0.87
H 2.97 4.29 -5.80 0.34
H 4.31 7.04 -5.20 0.41
N -0.53 0.72 -5.66 -0.53
H -0.75 4.06 7.12 0.25
H -0.03 -5.33 -5.48 0.29
O 6.63 -5.06 0.81 -0.35
H -6.17 -2.55 0.92 0.26
O -1.13 3.43 -6.75 -0.26
C -2.57 5.93 1.43 -0.14
C -5.52 -1.24 4.61 -0.71
H -0.72 1.26 -7.78 0.21
C 1.68 -4.39 -4.57 -0.19
H -4.44 4.99 1.05 0.30
H -8.31 7.33 -2.76 0.31
O -7.57 5.52 -1.99 -0.24
H -3.01 3.42 6.73 0.31
H -9.39 6.42 -1.80 0.32
H 0.46 -0.58 -0.76 0.27
H -0.69 1.51 -0.91 0.27
O -2.16 0.15 -1.47 -0.48
H 4.67 4.58 -5.15 0.40
H 5.04 -7.26 6.43 0.25
C 3.20 9.29 -4.51 -0.73
H 5.39 3.10 2.04 0.31
C 3.67 -4.27 6.94 -0.82
O -5.97 -2.09 3.51 -0.35
C 5.50 -4.47 1.43 -0.77
C -4.06 5.81 1.67 -0.99
H -2.09 -6.12 0.75 0.28
C 0.23 -7.55 2.59 -1.04
C -0.25 2.93 5.31 -1.03
H -5.33 -0.28 4.13 0.28
N 4.88 -6.29 6.20 -0.64
H 2.52 9.43 -5.34 0.30
H 4.21 1.16 -0.05 0.22
C -1.47 4.29 -7.79 -0.83
H 4.20 9.46 -4.91 0.29
```

Computed properties:
SMILES string: COC[C@H](C)N.COC[C@H](C)N.COC[C@H](C)N.COC[C@H](C)N.COC[C@H](C)N.COC[C@H](C)N.CCO.CCO.CCO.CCO.CCO.CCO
Energy above the lowest of the compared OMol25 structures with the same formula, charge and spin in eV: 4.563
Spin multiplicity: 1
E_HOMO in eV: -9.0
Lowest unoccupied orbital energy in eV: 0.1

***

What is the spin multiplicity in the first record?
1

***

Number 2 is which compound?
C36H102N6O12

***

Among the records above, which one has the lowest energy above the lowest of the compared OMol25 structures with the same formula, charge and spin?
C36H101N5O13